# 1
{
  "formula": "C4H8ClN",
  "method": "ωB97M-V with the def2-TZVPD basis set",
  "smiles": "[H]/N=C\\C(C)(C)Cl",
  "lumo_ev": 0.8,
  "homo_energy_ev": -10.24,
  "orbital_gap_ev": 11.03,
  "species": ["H", "N", "C", "C", "C", "C", "Cl", "H", "H", "H", "H", "H", "H", "H"],
  "xyz": [[-0.37599, -0.65076, -2.22014], [-0.24992, -1.58166, -1.86639], [-0.19620, -1.65365, -0.59086], [-0.32507, -0.40660, 0.28672], [-1.45156, 0.49710, -0.13716], [1.01503, 0.22253, 0.60583], [-1.13294, -1.06940, 1.93223], [-0.14761, -2.54827, -0.15639], [-2.51529, 0.00697, 0.04308], [-1.36342, 0.76460, -1.25137], [-1.44975, 1.44183, 0.42398], [1.42809, 0.74931, -0.28171], [1.77860, -0.56038, 0.90244], [1.01259, 1.02715, 1.29883]]
}

***

# 2
{
  "formula": "C48H50N3O4ReS",
  "method": "ωB97M-V with the def2-TZVPD basis set",
  "spin_multiplicity": 2,
  "charge": 1,
  "lumo_ev": [-4.4, -4.1],
  "homo_energy_ev": [-10.59, -10.52],
  "orbital_gap_ev": [6.15, 6.46],
  "species": ["Re", "C", "C", "C", "O", "C", "C", "O", "C", "O", "C", "C", "C", "C", "C", "C", "C", "C", "C", "C", "C", "C", "C", "O", "C", "C", "C", "C", "C", "C", "C", "C", "C", "C", "C", "C", "H", "H", "H", "H", "H", "H", "H", "H", "H", "H", "H", "H", "H", "H", "H", "H", "H", "H", "H", "H", "H", "H", "H", "H", "H", "H", "H", "H", "C", "C", "N", "C", "S", "N", "C", "C", "H", "H", "H", "H", "H", "H", "H", "H", "H", "H", "H", "H", "C", "C", "N", "H", "H", "H", "C", "C", "C", "C", "C", "C", "C", "C", "C", "C", "H", "H", "H", "H", "H", "H", "H"],
  "xyz": [[-0.53743, 1.32467, -0.47207], [4.65077, -2.48253, 1.67033], [4.00387, -2.14543, 0.32423], [4.71317, -2.88653, -0.81197], [2.63317, -2.51793, 0.34393], [1.83567, -1.36733, 0.38313], [2.75447, -0.25593, -0.14387], [4.04777, -0.74413, 0.09823], [2.55217, 1.16007, 0.48783], [1.36677, 1.71707, 0.08363], [3.63237, 2.11517, -0.04767], [4.03917, 3.18827, 0.73653], [5.00887, 4.06487, 0.27913], [5.56107, 3.89897, -0.98037], [5.10807, 2.87487, -1.79137], [4.14477, 1.99577, -1.32987], [2.66687, 1.03667, 2.00103], [1.54837, 1.18647, 2.80453], [1.65367, 1.05977, 4.17883], [2.88267, 0.78407, 4.75223], [4.00477, 0.64307, 3.95393], [3.90177, 0.76957, 2.58013], [0.53857, -1.58573, -0.47397], [-0.34723, -0.57683, -0.20047], [-0.14303, -2.89553, -0.05337], [-0.76573, -3.70593, -0.99467], [-1.38813, -4.88273, -0.61167], [-1.45053, -5.23793, 0.72473], [-0.88543, -4.40373, 1.67313], [-0.23423, -3.24433, 1.28803], [0.98937, -1.63483, -1.94117], [1.63557, -2.77043, -2.42357], [2.09737, -2.81063, -3.72967], [1.94237, -1.71913, -4.56767], [1.32907, -0.57543, -4.08947], [0.86097, -0.54073, -2.78867], [4.69947, -3.56123, 1.78393], [4.06277, -2.06613, 2.48453], [5.65467, -2.07163, 1.69393], [4.59547, -3.95473, -0.65557], [5.76777, -2.63063, -0.81657], [4.28267, -2.60883, -1.77127], [1.51437, -1.14123, 1.41333], [2.60527, -0.14273, -1.22807], [3.60447, 3.33247, 1.71293], [5.34017, 4.87467, 0.91073], [6.32517, 4.57047, -1.33507], [5.50177, 2.74797, -2.78917], [3.80847, 1.20977, -1.98587], [0.59577, 1.41577, 2.34283], [0.77897, 1.18417, 4.80033], [2.96567, 0.68457, 5.82333], [4.96517, 0.44347, 4.40583], [4.77447, 0.66647, 1.95673], [-0.75213, -3.43703, -2.04097], [-1.80623, -5.52883, -1.36877], [-1.93593, -6.15303, 1.02503], [-0.92883, -4.66073, 2.72003], [0.21147, -2.62933, 2.05333], [1.77667, -3.61533, -1.76947], [2.57597, -3.70333, -4.10087], [2.29137, -1.75803, -5.58647], [1.20527, 0.29267, -4.72057], [0.40087, 0.38467, -2.44687], [-4.96343, -3.85573, -2.31057], [-4.30883, -3.14513, -1.13707], [-3.54883, -2.00043, -1.60947], [-3.22173, -0.87573, -0.99347], [-2.40423, 0.28877, -1.98127], [-3.51603, -0.53213, 0.24563], [-4.17873, -1.21383, 1.34263], [-5.64183, -0.77873, 1.41533], [-5.59813, -4.65273, -1.93537], [-4.22683, -4.29383, -2.97737], [-5.58173, -3.16083, -2.87067], [-3.62873, -3.82843, -0.61207], [-5.09273, -2.81023, -0.45917], [-3.16383, -2.10053, -2.53777], [-3.25013, 0.42897, 0.47373], [-3.66353, -0.91533, 2.26033], [-4.07183, -2.29313, 1.24493], [-5.69923, 0.30597, 1.47783], [-6.11693, -1.19643, 2.29713], [-6.19043, -1.10273, 0.53273], [0.71847, 5.57417, -1.02197], [0.12807, 4.28177, -0.98637], [-0.35863, 3.23457, -0.91657], [0.11487, 6.25747, -1.61927], [1.72087, 5.50057, -1.44417], [0.80007, 5.95757, -0.00357], [-5.21883, 4.69797, -0.81817], [-4.21913, 4.20617, -1.66547], [-3.26183, 3.35357, -1.19127], [-3.22253, 2.94707, 0.16213], [-2.19893, 2.09737, 0.70913], [-2.29413, 1.75517, 2.04383], [-3.33833, 2.21007, 2.86643], [-4.30953, 3.02787, 2.36293], [-4.27333, 3.41497, 1.00653], [-5.25183, 4.29077, 0.48523], [-5.94843, 5.39367, -1.20377], [-4.20443, 4.49897, -2.70407], [-2.52143, 2.97777, -1.88157], [-1.54343, 1.10697, 2.48043], [-3.35313, 1.92067, 3.90523], [-5.10013, 3.40027, 3.00073], [-6.02993, 4.64707, 1.14433]]
}

***

We obtain relative energy (zero: lowest compared OMol25 entry of this formula, charge and spin) values of 48.4; 124.8 kJ/mol for the records listed above, in that order.
We obtain DFT total energy values of -672.1183; -2800.5616 Eh for the records listed above, in that order.